*1*
{
  "formula": "C3H7N3O",
  "method": "the ωB97M-V functional and the def2-TZVPD basis",
  "symbols": ["O", "N", "N", "N", "C", "C", "C", "H", "H", "H", "H", "H", "H", "H"],
  "xyz": [[1.44, -0.40, -1.13], [-0.37, -0.32, 0.31], [1.70, 0.69, 0.82], [-2.82, 1.83, 0.34], [-1.67, 1.72, 0.17], [0.85, 0.01, 0.00], [-0.97, -1.46, -0.37], [-2.05, -1.45, -0.19], [-0.59, -2.42, 0.02], [-0.81, -1.42, -1.45], [1.20, 0.98, 1.65], [2.29, 0.07, -1.23], [-0.65, 2.07, -0.06], [2.47, 0.10, 1.13]],
  "e_lumo_ev": 0.322,
  "homo_energy_ev": -9.210,
  "orbital_gap_ev": 9.532
}

---

*2*
{
  "formula": "C3H7N3O",
  "method": "the ωB97M-V functional and the def2-TZVPD basis",
  "symbols": ["O", "N", "N", "N", "C", "C", "C", "H", "H", "H", "H", "H", "H", "H"],
  "xyz": [[-1.86, -1.04, 0.77], [1.55, -0.37, -0.66], [-1.86, 1.04, 0.12], [0.19, -2.16, 0.24], [-1.18, -0.12, 0.26], [1.70, 1.06, -0.52], [0.56, -0.95, -0.15], [-0.97, -1.94, 0.66], [0.76, 1.53, -0.19], [-1.48, 1.88, -0.27], [2.03, 1.53, -1.45], [0.93, -2.78, 0.55], [-2.84, 1.05, 0.41], [2.46, 1.28, 0.24]],
  "e_lumo_ev": 0.845,
  "homo_energy_ev": -8.588,
  "orbital_gap_ev": 9.433
}

---

*3*
{
  "formula": "C3H7N3O",
  "method": "the ωB97M-V functional and the def2-TZVPD basis",
  "symbols": ["O", "N", "N", "N", "C", "C", "C", "H", "H", "H", "H", "H", "H", "H"],
  "xyz": [[-1.59, -0.55, 1.55], [0.66, -0.07, -1.20], [0.35, -1.89, 0.30], [-1.66, 0.99, -0.12], [0.21, -0.57, 0.00], [-1.10, -0.03, 0.57], [1.39, 0.95, -0.69], [0.83, 0.60, 0.67], [2.31, 0.75, -0.14], [1.22, -2.34, 0.08], [-1.35, 1.17, -1.07], [1.44, 1.90, -1.24], [-2.58, 1.30, 0.16], [-0.15, -2.21, 1.12]],
  "e_lumo_ev": [0.336, 0.336],
  "homo_energy_ev": [-8.772, -8.773],
  "orbital_gap_ev": [9.108, 9.108]
}

---

*4*
{
  "formula": "C3H7N3O",
  "method": "the ωB97M-V functional and the def2-TZVPD basis",
  "symbols": ["O", "N", "N", "N", "C", "C", "C", "H", "H", "H", "H", "H", "H", "H"],
  "xyz": [[0.03, -1.17, -0.69], [1.38, 0.35, 0.15], [0.22, 0.16, -0.43], [-1.46, 0.12, 1.01], [-2.00, -0.81, 0.42], [-1.33, -1.43, -0.83], [1.80, 1.71, 0.36], [-2.95, -1.27, 0.69], [1.01, 2.28, 0.85], [1.79, -0.40, 0.69], [-1.45, -2.51, -0.91], [2.69, 1.71, 0.98], [2.03, 2.18, -0.59], [-1.75, -0.93, -1.71]],
  "e_lumo_ev": [0.979, 0.602],
  "homo_energy_ev": [-7.994, -7.242],
  "orbital_gap_ev": [8.973, 7.844]
}

---

Of them, *1* has the highest stability.

---

*1*
{
  "formula": "C3H7N3O",
  "method": "the ωB97M-V functional and the def2-TZVPD basis",
  "symbols": ["O", "N", "N", "N", "C", "C", "C", "H", "H", "H", "H", "H", "H", "H"],
  "xyz": [[-0.39, -0.71, -0.59], [-1.16, -0.48, 1.55], [1.12, -0.07, 0.95], [-2.05, 0.76, -1.18], [-1.59, -0.41, -1.18], [2.01, 0.36, -0.12], [-0.20, -0.38, 0.73], [-2.00, -1.29, -1.67], [2.94, 0.70, 0.33], [1.33, 0.25, 1.88], [1.58, 1.17, -0.72], [-2.93, 0.78, -1.69], [2.23, -0.48, -0.79], [-0.89, -0.20, 2.48]],
  "e_lumo_ev": 0.935,
  "homo_energy_ev": -9.041,
  "orbital_gap_ev": 9.977
}

---

*2*
{
  "formula": "C3H7N3O",
  "method": "the ωB97M-V functional and the def2-TZVPD basis",
  "symbols": ["O", "N", "N", "N", "C", "C", "C", "H", "H", "H", "H", "H", "H", "H"],
  "xyz": [[0.66, 0.12, -1.63], [-1.02, 0.03, -0.04], [-3.21, -0.39, -0.44], [1.23, 0.16, 0.57], [0.33, 0.09, -0.46], [2.65, 0.23, 0.33], [-1.97, -0.37, -0.93], [2.79, 0.47, -0.72], [0.91, 0.01, 1.52], [3.16, -0.72, 0.54], [-3.55, 0.06, 0.40], [3.11, 1.01, 0.95], [-1.17, 0.02, 0.98], [-3.94, -0.72, -1.07]],
  "e_lumo_ev": 0.790,
  "homo_energy_ev": -8.367,
  "orbital_gap_ev": 9.157
}

---

*3*
{
  "formula": "C3H7N3O",
  "method": "the ωB97M-V functional and the def2-TZVPD basis",
  "symbols": ["O", "N", "N", "N", "C", "C", "C", "H", "H", "H", "H", "H", "H", "H"],
  "xyz": [[-0.08, -1.98, 1.45], [0.20, 1.18, -0.06], [-1.92, -0.59, 0.95], [0.59, 1.69, 1.15], [0.23, -0.72, -1.63], [0.76, 0.09, -0.43], [-0.92, -1.21, 1.19], [-0.13, 2.31, 1.54], [1.50, 2.10, 1.08], [0.98, -0.61, -2.55], [-0.87, -0.48, -1.73], [1.65, -0.13, 0.07], [-2.16, 0.18, 0.36], [0.18, -1.85, -1.38]],
  "e_lumo_ev": 1.050,
  "homo_energy_ev": -8.970,
  "orbital_gap_ev": 10.020
}

---

*4*
{
  "formula": "C3H7N3O",
  "method": "the ωB97M-V functional and the def2-TZVPD basis",
  "symbols": ["O", "N", "N", "N", "C", "C", "C", "H", "H", "H", "H", "H", "H", "H"],
  "xyz": [[2.46, -1.23, 0.40], [1.08, 1.53, -0.31], [-0.64, -0.10, -0.54], [0.30, -1.99, 0.53], [-1.72, 0.70, -0.05], [0.58, 0.22, -0.32], [1.28, -1.04, 0.19], [1.92, 1.68, 0.23], [0.08, -2.69, -0.17], [-2.02, 1.47, -0.74], [-1.41, 1.14, 0.91], [-0.53, -1.63, 0.98], [1.18, 1.92, -1.24], [-2.57, 0.02, 0.13]],
  "e_lumo_ev": 0.112,
  "homo_energy_ev": -8.566,
  "orbital_gap_ev": 8.678
}

---

Of them, *1* has the highest stability.